Record 1
{
  "formula": "C3H7S",
  "method": "ωB97M-V/def2-TZVPD",
  "charge": -1,
  "e_above_lowest_ev": 0.490,
  "max_force_ev_per_a": 0.54,
  "total_energy_ha": -516.69438,
  "lumo_energy_ev": 3.99,
  "multiplicity": 1,
  "e_homo_ha": -0.09673,
  "elements": ["H", "H", "H", "H", "S", "H", "C", "C", "H", "H", "C"],
  "positions_angstrom": [[2.284058, -1.511518, 0.424924], [-3.593657, -0.788405, 1.590301], [-0.116178, -0.867317, 0.681852], [0.640095, 1.378130, -1.256024], [-2.689733, -0.020383, 0.955123], [-0.914653, 0.460075, -1.202745], [1.867310, -0.621269, -0.046295], [-0.077325, 0.849603, -0.623521], [2.544373, -0.114471, -0.728118], [-0.533249, 1.521708, 0.109204], [0.588955, -0.286155, 0.095299]],
  "forces_ev_per_a": [[-0.134, 0.188, 0.085], [0.018, 0.063, -0.013], [0.194, -0.007, 0.237], [-0.097, 0.094, -0.037], [-0.307, -0.133, 0.137], [0.035, 0.043, -0.082], [0.065, -0.525, -0.030], [0.298, -0.098, 0.278], [-0.091, 0.250, 0.078], [0.080, 0.043, -0.123], [-0.060, 0.082, -0.530]]
}


Record 2
{
  "formula": "C3H10NO2",
  "method": "ωB97M-V/def2-TZVPD",
  "charge": -1,
  "e_above_lowest_ev": 1.102,
  "max_force_ev_per_a": 3.84,
  "total_energy_ha": -325.51419,
  "lumo_energy_ev": 4.33,
  "multiplicity": 1,
  "e_homo_ha": -0.13194,
  "elements": ["H", "N", "H", "C", "H", "H", "H", "O", "C", "H", "H", "O", "H", "H", "C", "H"],
  "positions_angstrom": [[1.872668, 0.035545, -0.730717], [2.077751, 0.616594, 0.114706], [-0.082427, -0.355780, 1.508874], [0.307780, 1.975815, -0.872639], [2.247994, -0.292627, 0.706523], [0.597032, 1.959880, 1.315400], [-1.320025, 0.770912, 0.762534], [-1.764666, -2.838794, 0.307409], [0.759207, 1.229491, 0.408592], [-1.234011, -2.038048, -0.152487], [-0.674924, 2.536692, -0.828295], [-0.632251, -0.722143, -0.559057], [-0.001299, 1.198518, -1.645468], [-1.532385, -2.640825, 1.227745], [-0.454824, 0.186114, 0.532086], [1.085479, 2.648559, -1.362110]],
  "forces_ev_per_a": [[-0.045, 1.073, 0.194], [-0.164, -2.692, 0.783], [-1.049, 0.289, -0.995], [-0.134, 0.540, -1.967], [-0.612, 2.441, -0.367], [1.261, -1.481, -1.339], [-0.956, 0.478, 0.294], [0.711, 0.533, 0.100], [-2.751, 0.520, -0.983], [-0.619, -0.192, 0.357], [1.165, -0.271, 0.691], [0.747, 1.890, 1.742], [0.827, 0.565, 0.914], [-0.212, -0.232, -0.280], [2.629, -2.795, 0.105], [-0.800, -0.667, 0.753]]
}


Record 3
{
  "formula": "C24H66N6O6",
  "method": "ωB97M-V/def2-TZVPD",
  "e_above_lowest_ev": 2.572,
  "max_force_ev_per_a": 2.88,
  "total_energy_ha": -1733.80158,
  "smiles": "COC[C@H](C)N.COC[C@H](C)N.COC[C@H](C)N.COC[C@H](C)N.COC[C@H](C)N.COC[C@H](C)N",
  "lumo_energy_ev": 0.51,
  "multiplicity": 1,
  "e_homo_ha": -0.32917,
  "elements": ["O", "H", "C", "H", "H", "H", "H", "C", "N", "H", "C", "H", "H", "H", "H", "H", "H", "N", "H", "H", "H", "H", "C", "H", "H", "H", "H", "H", "H", "H", "H", "N", "C", "N", "H", "H", "C", "H", "O", "H", "H", "C", "H", "H", "H", "H", "H", "C", "H", "H", "C", "H", "H", "H", "C", "H", "H", "H", "N", "H", "H", "C", "C", "C", "C", "H", "O", "H", "H", "C", "N", "H", "H", "H", "C", "C", "H", "O", "C", "H", "C", "H", "C", "H", "H", "H", "C", "H", "H", "H", "H", "H", "C", "H", "O", "O", "H", "H", "C", "H", "H", "C"],
  "positions_angstrom": [[1.572365, -1.403201, -1.845595], [3.982892, -1.498081, -1.237709], [1.083243, 2.634023, 3.912671], [-3.268864, -0.609936, 0.487178], [-1.620408, 2.047229, -6.250849], [2.757254, 1.804005, -4.980587], [-2.414548, -0.689185, 2.569692], [-0.619044, 1.634330, -6.470303], [3.795917, -1.279715, 0.901051], [0.885691, 0.966262, 2.682047], [1.570005, 1.268479, 3.504998], [-7.397971, -0.079591, -1.772714], [2.632256, -1.008165, 3.664991], [-4.073266, -2.879215, -2.181101], [2.674034, -3.552902, -1.367621], [5.531836, -2.598824, 5.437464], [6.689025, -2.813697, 4.059414], [-3.159867, 2.565794, 1.916070], [0.817654, 5.486782, -4.719088], [3.325785, -1.827314, 1.615690], [1.783165, 2.972030, 4.691099], [-6.555259, -3.592969, -2.804198], [-4.009993, 0.507432, -1.724076], [-8.314894, 0.264899, -3.221071], [5.739597, -0.548044, 3.220721], [2.013203, -0.042291, -0.434422], [1.289207, -1.477782, 0.182584], [-0.506961, 0.647799, -5.993735], [-2.119486, 0.721504, 3.736247], [0.972911, -1.149260, 3.169777], [5.278944, 0.013300, 5.998271], [1.282010, 3.622037, 2.849583], [0.432939, 2.776414, -4.809047], [2.958685, 2.805021, -4.902855], [4.301747, -3.630177, -0.510972], [-7.655888, -1.772686, -4.331828], [-0.338350, 2.585431, 4.391870], [-0.383238, -0.725753, -1.615650], [0.346655, 2.562437, -6.174878], [3.122863, 3.097514, -5.871560], [3.745089, -4.400584, 2.889330], [-6.369165, -2.495963, -2.794823], [7.275941, 0.616253, 5.139564], [5.071299, -4.740869, 4.143358], [3.464549, -4.157483, 4.554830], [0.286272, -0.578163, -3.272959], [1.492333, 4.973278, -6.152145], [1.606969, -0.935585, 4.057296], [1.633474, 3.625943, -3.390518], [-1.649235, 1.326384, 1.291463], [7.267899, -0.382829, 4.732544], [-0.717667, 3.512682, 4.800669], [4.062989, -0.723352, 5.288453], [-3.523847, 0.635216, -2.680634], [-2.682207, 1.186750, 1.642083], [4.788114, -1.392030, 1.055824], [-0.643707, 1.397900, -7.541498], [7.989360, -0.488299, 3.916273], [-8.842967, -2.252843, -2.653143], [-4.185919, 2.584890, 1.785663], [-2.879252, 3.126096, 1.096286], [1.688507, 4.903755, -5.069789], [1.676766, 3.542474, -4.490788], [2.001520, -1.132944, -0.596486], [5.881720, -0.841121, 4.268449], [2.862536, -3.711604, 0.416866], [-3.106690, 0.967653, -0.711776], [-8.972815, -3.246149, -2.627081], [7.646463, -1.102397, 5.478168], [-2.650276, 0.323082, 2.893954], [4.865457, -0.125417, 5.067732], [-4.268788, -3.930765, -3.613660], [0.349326, 1.890525, -4.166166], [-6.120594, -2.366032, -1.719235], [-7.548122, -1.719602, -3.242032], [-4.213676, -2.894851, -3.284968], [2.595562, 5.457635, -4.847222], [4.590303, -2.747427, 3.697292], [-7.442646, -0.276442, -2.843866], [-0.971059, 2.362814, 3.522364], [-3.474791, 0.472012, 0.579700], [-3.310217, -2.392832, -3.627210], [0.520838, -0.535472, -2.208238], [-0.454594, 3.390317, -4.548355], [-0.491306, 1.692484, 4.999522], [-4.567204, 0.593350, 0.715155], [3.332039, -1.718251, -0.388869], [2.617537, 1.369095, 3.196381], [-4.355531, -0.531479, -1.574674], [-9.567076, -1.762972, -3.160920], [2.192689, 3.449709, 2.405652], [0.882643, 0.500213, -2.054820], [3.269607, -3.268964, -0.505010], [0.610105, 3.508171, 2.083400], [-5.300513, -2.152860, -3.588386], [1.378876, 0.353028, 4.522680], [-3.687339, 0.259771, 3.282032], [1.388943, -1.651672, 4.837409], [5.751958, -2.328689, 4.384592], [-4.932401, 1.119861, -1.673589], [-6.529460, 0.140543, -3.279296], [4.269554, -4.099901, 3.791590]],
  "forces_ev_per_a": [[-1.297, -0.448, -2.531], [0.160, 0.962, 0.331], [1.013, 0.814, 0.628], [-0.070, 0.131, 0.732], [0.088, -0.289, 0.221], [0.065, 0.319, 0.183], [0.536, -0.066, 0.522], [-1.662, -0.805, -1.127], [0.355, 0.389, 0.426], [0.659, -0.012, -0.334], [-1.027, 0.575, -0.934], [-0.054, -0.472, 0.120], [-0.025, -0.320, 0.370], [-0.018, -0.417, -0.213], [0.225, -0.308, -0.102], [0.783, 0.194, -0.011], [-0.404, -0.216, -0.186], [-0.649, 0.017, -1.238], [0.437, -0.150, 0.433], [0.188, 0.119, 0.075], [-0.398, -0.081, 0.300], [-0.081, 0.219, -0.558], [-0.506, 0.581, 0.976], [0.179, 0.140, -0.070], [-0.044, -0.146, 0.068], [0.417, -0.026, 0.022], [0.082, -0.276, -0.082], [0.161, 0.335, 0.389], [0.764, -0.052, -0.016], [-0.082, -0.021, 0.385], [-0.169, 0.207, -0.402], [0.100, -0.187, -0.897], [-1.038, 1.078, 0.526], [-1.399, 0.595, -0.054], [-0.115, -0.183, -0.517], [0.540, -0.063, 0.013], [-0.521, -0.601, -0.941], [0.068, 0.138, -0.036], [1.052, -0.661, -0.526], [0.047, -0.169, 0.359], [0.599, -0.314, -0.389], [-0.444, -1.549, 1.211], [-0.026, 0.281, -0.042], [0.309, -0.142, -0.485], [0.341, -0.343, 0.038], [0.109, -0.595, 0.052], [0.529, -0.615, 0.104], [0.227, -0.248, -1.205], [0.491, 0.023, -0.234], [-0.160, -0.273, -0.129], [0.383, -1.427, -0.303], [0.108, 0.044, 0.397], [0.151, 0.194, -0.557], [0.031, -0.071, -0.218], [0.540, 0.515, 0.524], [0.006, -0.145, -0.128], [0.331, 0.381, 0.076], [-0.086, 0.368, 0.002], [1.304, 1.434, 0.084], [0.500, -0.165, 0.544], [0.116, -0.184, 0.582], [-1.080, 1.738, -0.843], [1.410, -1.336, 0.553], [-0.614, 1.445, 1.786], [-0.238, 1.029, 0.266], [-0.363, 0.168, -0.238], [-0.439, -0.088, -0.274], [0.071, -0.303, -0.488], [-0.198, 0.426, 0.181], [-2.034, -0.122, -0.267], [0.084, -0.301, 0.940], [0.001, -0.177, -0.193], [0.230, -0.398, -0.485], [-0.177, 0.560, -0.226], [-2.347, -0.561, 0.608], [2.154, -0.233, 1.686], [0.090, -0.016, 0.096], [0.817, 0.736, -1.257], [0.151, 0.857, -0.329], [0.083, 0.356, -0.092], [-0.005, -0.443, -1.539], [-0.016, -0.183, -0.578], [0.255, 0.703, -0.125], [0.237, -0.040, 0.350], [0.100, 0.473, 0.578], [0.265, 0.055, 0.226], [0.695, -2.148, -0.057], [-0.015, -0.474, -0.193], [0.509, 0.159, -0.051], [-0.359, -0.499, 0.205], [-0.325, 0.249, 0.308], [-0.428, -0.192, 0.204], [0.230, 0.435, 0.970], [0.040, -0.085, 0.440], [-0.691, 1.105, -1.161], [0.033, -0.203, 1.008], [0.199, -0.061, -0.220], [0.125, -0.136, 0.208], [-0.494, -0.686, 0.780], [0.326, -0.141, -0.229], [-0.208, 0.140, -0.114], [-1.795, 0.184, 1.341]]
}


Record 4
{
  "formula": "C7H31NO10",
  "method": "ωB97M-V/def2-TZVPD",
  "e_above_lowest_ev": 1.246,
  "max_force_ev_per_a": 8.64,
  "total_energy_ha": -1092.40140,
  "smiles": "CCc1c[nH]c(C)c1.O.O.O.O.O.O.O.O.O.O",
  "lumo_energy_ev": 0.25,
  "multiplicity": 1,
  "e_homo_ha": -0.29719,
  "elements": ["H", "O", "H", "H", "H", "H", "H", "N", "C", "H", "C", "C", "H", "H", "H", "H", "H", "H", "H", "H", "O", "H", "H", "H", "H", "O", "H", "O", "O", "H", "H", "H", "H", "O", "H", "H", "C", "H", "H", "C", "C", "H", "H", "O", "O", "O", "H", "C", "O"],
  "positions_angstrom": [[-3.028732, 3.846807, 1.993847], [-1.727149, -3.423923, 2.109397], [-1.890694, 1.494850, 1.527198], [0.745963, -3.499315, -0.359763], [1.944311, -3.097991, 1.443799], [4.261741, -0.678423, 0.471671], [3.920634, 0.701297, 1.500305], [0.939431, 0.102745, 0.999303], [2.173902, -0.025275, 0.435595], [-1.847265, -0.656687, 4.027506], [-1.322897, -0.664086, -2.475151], [0.665956, 0.111108, -1.255321], [-1.539495, -3.719193, -0.906822], [-2.939892, 4.100845, 0.401427], [0.453339, 3.753278, -0.547105], [-0.984109, -3.466782, 2.540481], [-1.189205, -1.723390, -2.123315], [-1.108074, -0.006961, 0.004279], [-1.354310, -3.265839, 0.455655], [-1.813242, -0.822948, -3.441234], [1.610456, -3.269683, -0.230445], [-1.614378, -0.438915, 2.498666], [-1.923134, -2.429722, 2.063234], [1.597333, 2.777785, -0.545969], [3.178332, -2.716121, 2.298952], [1.378793, 3.737455, -0.701596], [-0.219612, 1.175035, -2.822513], [-2.560347, 0.726233, 1.381268], [0.044952, 3.202860, -3.070482], [1.582612, -2.320489, -0.508400], [0.939105, 3.468960, -2.864909], [3.432103, -0.945818, 1.944682], [0.640692, -0.315583, -3.294037], [-0.973349, -3.214300, -0.399154], [0.839574, -0.205017, 1.876256], [2.829898, -0.058800, -1.547342], [-0.066093, 0.070198, -2.572713], [-3.363850, 1.379125, 1.265830], [0.047217, 2.574346, -3.767306], [3.496231, -0.216007, 1.076315], [2.017809, 0.022927, -0.918022], [-0.888499, 2.079819, -0.624872], [-1.980085, -0.195006, -1.695957], [-1.251170, 3.023361, -0.717139], [-2.994468, 3.429770, 1.119578], [-1.364424, -0.885752, 3.270812], [-0.928185, 3.292513, -1.654840], [-0.008707, -0.005684, -0.005255], [2.140980, -2.803608, 2.343606]],
  "forces_ev_per_a": [[-0.081, 0.316, -0.638], [-7.189, 2.393, -4.142], [-1.331, -1.913, -0.504], [-4.007, -1.303, -0.489], [-0.243, -0.166, -0.625], [-0.141, 0.133, -0.810], [-0.109, -0.011, -0.138], [0.429, 0.034, -3.566], [0.663, 0.358, -1.021], [-1.281, 0.816, 1.122], [-1.887, -2.075, 0.634], [-1.924, -1.196, 2.355], [-1.745, -1.685, -1.962], [0.195, -0.735, 1.029], [-1.672, 0.074, 0.509], [6.683, -0.384, 3.984], [0.258, 1.106, -0.075], [0.921, -0.118, 1.141], [-0.474, -0.270, 2.122], [-0.275, 0.677, 0.155], [4.083, 2.205, -0.056], [-1.359, 1.638, -1.246], [0.349, -2.075, 0.737], [-0.147, 1.336, -0.193], [-3.201, -0.492, 0.330], [2.407, -1.388, -0.080], [-0.124, -1.876, 0.116], [-0.728, 4.108, 0.193], [-0.598, 1.219, 0.258], [0.332, -0.843, 0.266], [0.538, 0.063, 0.264], [-0.186, 1.179, -0.853], [-0.003, -0.268, -0.503], [1.879, 1.480, -0.596], [-0.955, -1.280, 4.179], [1.528, -0.033, -1.465], [1.963, 2.551, 0.369], [1.918, -2.009, 0.156], [0.191, -0.572, -1.053], [0.124, -0.665, 2.788], [-0.305, 0.302, 0.269], [-0.715, 1.765, -0.219], [0.117, -0.353, -1.134], [1.191, -0.973, -1.858], [-0.444, 0.449, 0.194], [2.597, -2.257, 0.185], [-0.766, -0.971, 1.721], [0.190, 1.331, -2.546], [3.334, 0.377, 0.696]]
}